124
Properties=species:S:1:pos:R:3:forces:R:3 method="wB97M-V/def2-TZVPD" gap_ha=0.24113 homo_ev=-11.1191 mol_weight_da=889.9 total_charge=+1
C 8.650 0.260 -0.981 0.241 -0.171 -0.018
H 3.721 0.011 -7.307 -0.020 0.036 -0.005
C -2.308 1.312 4.535 0.033 0.056 -0.023
C -1.366 -1.143 -6.648 -0.050 -0.052 0.050
H -2.360 0.512 5.274 -0.021 -0.005 0.001
H -12.840 -1.699 6.560 -0.017 0.008 0.026
H -0.677 0.293 -1.180 0.065 -0.302 0.268
C 3.922 2.046 4.301 0.095 0.001 0.074
C 6.261 0.893 -1.021 -0.016 -0.195 -0.229
C 2.379 -0.713 -1.569 -0.215 -0.509 -0.087
C -3.660 1.529 3.883 0.108 0.042 -0.150
H -0.697 0.362 -5.261 -0.023 0.063 -0.031
H -2.393 0.516 -5.730 -0.001 0.030 0.015
H -10.520 0.265 8.490 -0.012 0.021 0.006
H -5.397 0.469 7.101 -0.017 0.025 0.009
H -2.276 -1.694 -6.885 -0.012 0.011 -0.020
C 5.197 1.663 -0.592 -0.212 -0.022 -0.286
H 4.728 1.344 -6.719 0.018 -0.005 0.030
H 5.151 3.152 5.690 -0.022 -0.019 0.043
H -1.324 2.618 -1.389 -0.161 -0.070 -0.023
H -7.927 -1.973 6.327 -0.011 -0.006 0.017
H -1.559 1.044 3.783 -0.013 -0.045 0.003
F 8.630 0.126 -2.322 0.038 -0.003 0.193
H 7.840 -1.540 -11.053 -0.003 -0.030 -0.035
C 5.372 2.646 0.353 -0.110 0.141 0.067
H 0.785 0.764 -0.259 0.015 -0.184 0.073
H -5.639 -1.691 5.313 0.032 0.000 -0.012
C 7.248 -2.141 -10.360 -0.004 0.078 0.073
C 0.114 1.031 -1.078 -0.255 0.407 -0.357
C -11.247 -1.479 8.006 -0.072 0.164 0.018
H 7.319 -3.184 -10.670 -0.009 -0.003 -0.017
C 3.849 1.389 -1.193 -0.210 -0.231 0.157
O -3.628 2.590 2.927 0.051 0.021 0.079
H 6.169 0.233 -10.521 -0.008 0.043 -0.005
C -10.856 1.425 4.583 0.263 -0.020 -0.267
H 5.467 -0.168 -7.256 0.031 0.063 -0.023
C 3.787 -0.547 0.349 0.104 -0.003 0.140
H 3.830 -4.224 2.058 0.047 -0.396 0.132
F 3.960 1.485 -2.551 -0.060 0.165 0.116
H -1.632 3.084 0.860 0.008 0.089 -0.061
C 7.706 2.102 0.449 0.226 0.080 0.117
C 3.306 -0.001 -0.813 0.424 0.286 0.071
O 4.923 1.857 3.292 -0.147 -0.093 0.005
F 9.844 0.759 -0.632 -0.192 -0.112 -0.088
H -0.251 2.386 1.302 -0.038 -0.081 0.179
C -12.023 -1.013 6.790 0.063 -0.019 0.053
C 3.417 -1.824 0.733 0.075 0.137 0.237
H -9.632 0.201 3.707 0.017 -0.098 -0.042
O -0.308 -2.061 -2.377 -0.103 -0.173 0.157
H -7.670 -0.528 7.301 -0.034 -0.067 0.034
O 0.697 -4.313 -1.881 -0.026 0.041 0.291
C -7.401 -1.019 6.365 0.070 0.112 -0.055
C -5.902 -1.214 6.257 -0.058 0.063 0.105
H -10.123 1.787 5.313 -0.070 0.039 0.047
H -1.384 -1.515 -4.054 -0.118 0.031 0.151
H -0.590 -1.871 -6.399 0.030 0.023 -0.016
H 1.337 -4.936 -2.267 0.069 -0.091 0.272
H 5.218 -2.267 -9.641 -0.037 0.000 0.003
H 3.642 0.133 -4.821 -0.010 0.055 -0.050
H -5.542 -1.852 7.070 0.006 -0.055 -0.042
H -11.368 -0.941 5.924 -0.017 -0.070 0.009
H 1.412 2.064 -2.492 0.113 -0.039 0.138
C 2.573 -2.567 -0.032 -0.509 0.141 -0.489
N -1.039 2.284 0.673 -0.095 0.156 -0.113
H 2.981 2.163 3.765 -0.009 -0.016 -0.028
S 3.059 -5.621 -0.552 0.012 0.236 0.121
H 1.101 -0.762 -3.297 0.020 -0.126 -0.060
H 5.768 1.737 3.738 0.033 0.017 -0.009
H 3.848 1.147 4.921 -0.056 -0.002 -0.006
C 0.852 1.137 -2.409 -0.159 -0.018 -0.126
C 5.805 -1.675 -10.343 0.065 0.081 -0.090
C 4.612 0.260 -6.731 -0.046 -0.243 -0.033
O 1.776 -2.958 -3.632 0.098 0.106 0.402
O -10.485 0.116 4.144 -0.055 0.192 0.052
F 8.568 -0.991 -0.465 0.007 0.220 -0.097
H 2.531 0.183 -3.435 0.051 0.197 -0.073
H 0.282 -5.012 0.460 -0.261 -0.008 -0.009
H -1.046 -0.596 -7.536 0.009 0.013 0.004
H 5.357 -1.790 -11.335 -0.033 -0.058 0.019
H -7.762 -0.391 5.549 -0.017 -0.031 -0.024
H 4.261 4.159 4.547 -0.033 0.009 0.003
O -5.194 0.027 6.271 0.023 -0.067 -0.012
H 6.122 0.123 -1.767 -0.036 -0.056 -0.107
C 1.735 -0.085 -2.758 -0.244 0.131 -0.097
H 3.810 -2.218 1.653 -0.065 0.033 0.070
P 2.269 -4.281 0.585 0.278 -0.758 -0.492
O -2.063 -0.886 -4.320 0.031 0.159 -0.183
C 7.514 1.117 -0.503 0.210 -0.082 -0.041
H -10.005 2.467 2.893 0.018 0.040 0.031
H 2.736 -2.873 -3.537 0.188 0.071 -0.463
P 0.915 -2.835 -2.318 -0.354 -0.038 -0.671
O 2.865 -4.256 2.049 0.109 0.502 0.107
H -11.259 3.379 3.741 0.010 0.009 0.004
O 4.311 -1.707 -5.288 -0.142 -0.059 0.251
C -10.963 2.383 3.411 -0.046 -0.009 0.021
O -10.157 -0.607 8.308 0.038 -0.063 -0.005
H 6.771 3.621 1.621 0.061 0.085 0.056
H 7.693 -2.039 -9.369 -0.001 -0.023 0.009
H -12.451 -0.023 6.970 -0.076 -0.032 0.043
C 4.505 -0.289 -5.324 0.266 0.062 -0.115
H -11.814 1.325 5.088 -0.026 -0.071 0.000
H 5.397 -0.027 -4.743 -0.050 0.045 0.029
N 2.054 -2.000 -1.193 0.353 -0.110 0.454
O 5.675 -0.322 -9.909 0.032 -0.093 0.060
F 2.941 2.317 -0.775 0.145 0.027 -0.109
C -0.523 2.360 -0.700 0.341 0.032 0.280
H 4.534 3.234 0.685 -0.045 0.069 0.078
C 6.635 2.858 0.871 0.029 0.268 0.244
H -11.698 2.019 2.693 -0.026 0.009 0.012
H 4.464 0.004 0.986 0.059 0.132 0.003
H -4.000 0.608 3.399 -0.049 -0.027 0.071
C -1.614 -0.203 -5.482 0.068 -0.155 0.029
H 3.416 3.400 5.905 -0.006 -0.015 0.011
H 8.689 2.282 0.853 0.115 -0.005 0.020
H 5.064 -2.119 -5.723 -0.013 -0.034 -0.054
C 4.201 3.261 5.162 0.072 0.025 -0.100
H -4.401 1.804 4.627 -0.056 0.006 -0.015
H -11.902 -1.560 8.879 -0.011 -0.081 -0.018
H -10.805 -2.458 7.826 0.040 -0.009 0.024
H -2.988 2.344 2.252 -0.015 -0.140 -0.071
O 0.738 -4.309 0.941 -0.012 -0.002 -0.113
H 0.097 1.173 -3.193 -0.035 0.065 -0.109
H 0.244 3.137 -0.791 -0.023 0.133 -0.117
H -1.976 2.227 5.029 -0.013 -0.004 0.027

108
Properties=species:S:1:pos:R:3:forces:R:3 method="wB97M-V/def2-TZVPD" gap_ha=0.34310 homo_ev=-9.0183 mol_weight_da=1034.2 de_lowest_ev=0.000 smiles="C#CCCC[C@]1(NCCCC)COC(=O)[C@@H]1CC(=O)c1ccccc1.ClCCCl.ClCCCl.ClCCCl.ClCCCl.ClCCCl.ClCCCl.ClCCCl"
H -0.567 -5.406 5.673 -0.001 0.014 0.035
H 5.934 2.922 -1.610 -0.279 -0.110 -0.279
H 0.144 -1.914 -1.315 0.239 0.303 -0.157
H -1.085 7.908 -2.225 0.097 -0.065 0.008
Cl 1.394 -0.700 3.818 -0.014 0.032 -0.028
H 5.054 -1.062 -5.374 0.016 0.034 0.067
O 3.007 0.928 -5.039 -0.494 -0.218 0.095
H 1.896 -0.794 -3.282 -0.247 0.242 0.120
H -1.400 2.557 -2.841 -0.069 -0.418 -0.102
Cl 1.761 -7.012 6.283 0.037 0.056 0.022
H 5.098 5.229 -1.222 0.083 -0.396 -0.128
H -4.327 6.423 0.947 -0.037 -0.016 0.018
C 0.981 -3.379 4.170 0.159 -0.100 0.056
H -1.070 6.052 -3.953 -0.038 0.038 0.034
C -0.009 0.741 -4.478 0.521 0.121 -0.876
C -2.735 -8.176 3.297 -0.137 0.100 -0.184
H -1.146 4.871 -2.639 0.030 0.053 0.062
C -2.020 -9.222 2.481 -0.029 -0.053 -0.082
C -3.106 1.171 -3.010 -0.888 0.837 0.081
H -2.164 2.084 -1.338 0.223 -0.141 -0.261
C 1.127 -1.422 -1.372 0.149 0.092 0.461
H 1.849 -2.237 -1.541 -0.149 0.363 -0.081
C 4.346 2.356 -2.959 0.006 -0.253 -0.233
C -0.160 0.008 -3.134 -0.251 -0.246 1.290
C -0.897 -1.235 -3.685 0.530 -0.331 -0.129
O 0.945 -0.451 -6.449 -0.348 -0.188 0.093
C -6.255 5.813 0.247 -0.034 0.088 -0.020
H 0.411 -2.168 10.074 0.060 0.086 0.001
H -4.948 1.941 -2.049 0.051 -0.030 -0.367
H -1.010 -1.887 9.066 -0.010 0.057 0.002
C 0.031 -7.222 6.670 0.028 -0.144 0.066
H -2.973 0.988 -4.084 0.258 -0.178 0.324
H -0.204 0.927 -1.278 0.000 0.190 -0.211
H 0.909 -1.931 5.770 -0.040 0.006 -0.062
Cl -1.267 6.550 -0.310 -0.007 -0.006 0.058
C -4.307 2.197 -2.904 0.630 0.653 -0.103
N -0.851 0.639 -1.998 -0.770 0.193 -1.199
C -3.861 3.665 -2.707 0.447 0.164 0.457
C -1.473 6.909 -2.042 -0.135 0.094 -0.029
H -3.802 -8.202 3.081 0.018 -0.074 0.027
H -1.257 0.405 10.110 0.091 0.011 -0.017
C 2.385 1.793 -4.471 0.634 0.902 0.512
C 2.724 4.080 -3.393 1.669 0.009 0.612
H -1.790 -6.107 6.732 0.030 -0.034 0.029
C 0.393 -0.470 -5.394 0.302 0.429 0.678
C 5.502 -3.001 -4.533 -0.124 -0.072 0.017
C 0.857 2.014 -4.584 0.849 -0.500 -0.665
H -2.544 6.916 -2.247 0.012 -0.054 0.029
H -1.877 -1.023 -4.137 0.214 0.205 0.333
H -6.476 6.800 -0.157 0.070 -0.035 -0.067
C 4.574 4.545 -1.892 -0.773 0.366 -0.507
H -4.286 5.595 -0.609 -0.044 -0.074 0.016
H -4.679 4.393 -2.794 0.068 -0.389 -0.132
H -0.951 1.043 -4.976 -0.160 -0.243 0.876
H -2.257 -9.091 1.426 -0.002 0.069 0.027
H 1.168 -4.252 4.796 0.008 0.051 0.046
C 5.024 3.228 -2.132 0.212 0.652 0.532
H -6.749 5.725 1.213 0.008 -0.131 -0.041
H -3.473 0.257 -2.519 0.503 0.059 -0.280
C 3.423 5.031 -2.522 0.326 -2.964 -1.305
Cl 5.377 -0.693 -3.068 0.250 -0.806 0.060
C 1.418 -0.857 0.042 0.843 -0.970 0.156
H 1.681 0.561 -2.179 -0.004 -0.393 0.058
H -0.041 -7.689 7.651 0.087 0.094 0.022
Cl -4.375 4.096 1.209 0.077 -0.044 -0.060
H -0.377 -7.910 5.934 0.177 0.157 0.034
Cl 0.966 5.871 -2.811 -2.826 1.831 0.814
Cl -0.779 -3.321 3.866 -0.008 -0.004 -0.048
H -1.450 -0.926 11.254 0.047 -0.051 -0.017
H 5.377 -3.542 -3.597 0.076 0.063 0.015
H 3.038 6.029 -2.370 0.658 -0.104 0.055
H -3.051 3.971 -3.390 -0.425 -0.178 -0.051
Cl -2.552 -8.456 5.049 -0.324 -0.113 -0.110
H 4.149 1.636 0.468 -0.081 -0.387 -0.272
C 4.845 -1.645 -4.481 -0.086 -0.031 -0.155
H -3.448 3.800 -1.691 -0.141 -0.048 -0.310
C -4.768 5.615 0.365 0.130 0.222 0.159
C -1.827 1.684 -2.311 -0.586 -0.149 0.812
Cl 0.817 -0.602 8.358 0.036 0.012 0.005
C -0.812 5.871 -2.909 -0.078 0.041 -0.259
H -2.367 -7.176 3.075 0.082 -0.044 0.067
H 0.555 -0.336 0.486 0.385 0.172 -0.284
Cl -0.250 -9.094 2.638 0.004 -0.003 0.056
Cl 0.530 0.266 11.641 0.007 0.026 -0.010
C 3.158 2.771 -3.594 0.206 0.555 0.494
C 1.478 -2.139 4.867 0.015 -0.048 0.130
H -4.894 2.183 -3.836 0.012 -0.365 0.418
C -0.742 -0.420 10.599 -0.105 -0.018 0.010
H 4.728 1.339 -3.119 -0.441 0.979 0.071
C -0.191 -1.399 9.594 -0.121 -0.152 -0.004
H 2.524 -2.269 5.144 -0.010 -0.043 -0.059
H 0.685 2.428 -5.595 0.172 -0.126 0.298
H 1.837 4.373 -3.912 0.428 -0.227 -0.314
H 1.480 -3.531 3.215 -0.075 0.065 -0.018
Cl 7.247 -2.894 -4.878 0.031 -0.007 0.029
H 5.056 -3.592 -5.332 -0.002 0.077 -0.029
H 0.578 2.804 -3.879 -0.250 -0.497 0.023
Cl -0.249 -4.807 7.931 0.065 0.097 -0.003
C 1.224 -0.385 -2.515 -0.207 -0.293 -0.776
O -0.003 -1.624 -4.759 -0.351 0.417 -0.690
C -0.724 -5.920 6.618 -0.115 -0.078 -0.087
H -2.313 -10.228 2.776 0.049 0.034 0.063
H -1.019 -2.094 -3.018 0.258 0.317 -0.026
C 2.664 -0.049 0.124 -1.134 0.627 0.079
Cl -6.961 4.612 -0.865 -0.178 0.003 0.012
H 1.584 -1.729 0.700 -0.231 0.272 -0.138
C 3.468 0.836 0.246 0.168 0.019 0.244
H 3.765 -1.760 -4.395 0.018 -0.009 -0.002

11
Properties=species:S:1:pos:R:3:forces:R:3 method="wB97M-V/def2-TZVPD" gap_ha=0.34691 homo_ev=-8.9446 mol_weight_da=97.2 de_lowest_ev=0.210 smiles=CSS.N
H -0.804 1.329 -3.421 0.764 0.007 -0.012
H 0.647 -0.628 2.882 -0.334 -0.542 -0.500
H 0.430 -2.164 1.908 -0.314 0.661 0.182
H 0.770 1.480 0.005 0.055 0.305 0.153
S 0.752 0.165 -0.187 -0.613 -0.481 0.315
H 0.551 0.518 -2.955 -0.248 0.596 -0.742
C -0.075 -1.270 2.328 0.991 0.303 0.270
S -0.896 -0.272 1.046 0.577 -0.256 -0.252
H -0.806 -1.597 3.061 -0.351 -0.013 -0.140
H 0.395 1.135 -4.558 -0.173 0.129 2.067
N 0.224 1.322 -3.520 -0.354 -0.712 -1.341

27
Properties=species:S:1:pos:R:3:forces:R:3 method="wB97M-V/def2-TZVPD" gap_ha="0.29960 / 0.29963" homo_ev="-7.4256 / -7.4262" mol_weight_da=143.2 de_lowest_ev=4.795
H -1.802 1.877 1.238 -0.018 0.022 -0.018
H 0.297 -2.000 -1.064 0.157 -0.077 -0.032
H -0.955 2.031 -2.306 0.009 0.018 0.054
C 1.062 -1.772 -0.296 -0.025 0.061 0.159
C 1.241 0.550 -1.460 0.087 -0.117 0.045
H -0.987 -3.111 0.870 -0.023 0.068 0.122
H -0.603 -2.515 2.517 -0.144 -0.001 -0.036
H -3.057 0.973 0.371 0.038 0.044 0.003
C -2.007 0.971 0.665 0.101 -0.077 -0.081
H 1.810 -2.580 -0.280 -0.126 -0.009 -0.101
C -0.184 -2.745 1.537 -0.200 0.126 -0.035
N 0.828 1.964 0.563 0.002 -0.090 0.056
H 0.663 0.190 -2.309 -0.080 0.082 0.042
N 0.506 -1.581 1.034 0.270 1.354 -0.518
N -1.430 2.076 -1.412 0.220 -0.137 0.052
H 0.958 1.762 1.545 0.094 0.058 -0.054
H 1.644 2.431 0.194 -0.004 -0.062 0.035
H -1.363 0.021 -1.146 -0.040 0.007 0.006
H 0.497 -3.594 1.691 0.069 0.099 -0.042
H 2.620 -0.296 0.047 -0.066 0.130 -0.017
C 1.765 -0.501 -0.587 -1.454 0.784 0.649
C 0.393 0.813 -0.189 1.131 0.542 -0.965
H 0.245 -0.256 0.733 0.088 -2.291 0.436
H 1.933 1.338 -1.746 -0.010 0.043 -0.003
H -1.129 2.923 -0.940 0.020 -0.036 -0.008
C -1.122 0.923 -0.577 -0.108 -0.532 0.245
H -1.826 0.108 1.307 0.013 -0.011 0.004

9
Properties=species:S:1:pos:R:3:forces:R:3 method="wB97M-V/def2-TZVPD" gap_ha="0.28263 / 0.28255" homo_ev="-8.5122 / -8.5096" mol_weight_da=178.5 de_lowest_ev=2.634
H 2.574 -0.729 -1.945 -2.242 0.099 1.216
Cl -2.200 -1.176 1.191 0.131 0.282 0.232
Cl -1.785 1.065 -0.535 -0.242 0.437 0.250
S 0.977 0.355 1.104 -2.585 0.492 0.843
N 1.631 -0.063 -0.237 0.885 0.977 3.297
C 1.572 -0.587 -1.325 1.251 -1.004 -4.674
C -1.501 0.427 1.064 2.598 -0.532 0.032
H 0.588 -0.745 -1.768 0.234 -0.465 -0.404
Cl -1.855 1.454 2.452 -0.029 -0.287 -0.792